[1]
The following is a quantum chemistry calculation of a cluster of 2 separate species, C4H12NO3 in total in a non-equilibrium geometry, from the OMol25 dataset.

Geometry as XYZ:
```
20
Properties=species:S:1:pos:R:3:lowdin_charge:R:1
O 2.0293 -0.0120 -1.5064 0.157
O 2.0835 -1.3170 1.7147 -0.049
O 0.1689 -1.2279 -1.6619 0.131
N -0.8116 -0.0697 0.5744 0.073
C -2.7322 1.6152 0.3392 -0.062
C -1.8265 0.8285 1.2758 -0.147
C 0.1397 0.7171 -0.2698 -0.022
C 0.8802 -0.1837 -1.2177 -0.518
H 0.6409 -1.7557 -2.3166 0.149
H -1.2714 1.4866 1.9394 0.133
H 2.4010 -1.6305 2.5920 0.076
H -2.7307 2.6714 0.5809 0.092
H 0.9047 1.1172 0.3954 0.155
H -2.4777 0.1755 1.8659 0.135
H -0.3312 1.5357 -0.8158 0.145
H -3.7192 1.1927 0.1422 0.092
H -0.2586 -0.5250 1.3067 0.161
H -2.4049 1.6001 -0.7185 0.081
H -1.3700 -0.7680 0.0830 0.179
H 2.7751 -1.6035 1.1295 0.038
```

Computed properties:
total energy = -11968.94465 eV
ΔE to the lowest compared entry with this formula, charge and spin = 15.0 kcal/mol
spin multiplicity = 1
E_HOMO = -14.84 eV
strongest force on any atom = 1.99 eV/Å
total charge = +1


[2]
The following is a quantum chemistry calculation of a structure of composition C31H38IrOP in a non-equilibrium geometry, from the OMol25 dataset.

Geometry as XYZ:
```
72
Properties=species:S:1:pos:R:3:lowdin_spin:R:1
Ir 0.4932 -0.2038 -1.6933 1.757
P -0.1316 -0.2737 1.8216 0.018
O -0.2282 -0.7141 0.3601 0.188
C -3.3241 -0.9307 -2.3880 0.030
C 4.0314 1.3382 3.0045 0.001
C -0.5053 1.5172 -2.6746 0.191
C -0.2795 -3.4064 4.4810 0.000
C 3.6323 1.2872 1.6645 0.002
C -3.2554 2.1480 2.9772 0.000
C -1.2214 1.1438 2.1240 0.002
C 0.1740 -2.2854 3.7754 0.003
C 1.5056 0.2973 2.3082 0.001
C -0.9669 -1.8390 -4.3303 0.039
C 1.7086 -1.7121 -1.7650 0.321
C -0.8322 2.3963 1.6064 0.001
C 0.0956 2.8727 -2.5047 0.028
C -2.3297 -3.3954 3.1935 0.000
C -1.8191 1.1238 -2.2009 0.270
C -2.6962 1.9180 -1.3099 0.041
C -2.4294 1.0302 2.8227 0.001
C -1.8949 -2.2607 2.5025 0.003
C 2.3845 0.7660 1.3254 0.024
C -0.0024 0.4642 -3.5470 0.126
C 3.1406 0.9199 4.0012 -0.001
C 1.1237 0.5674 -4.5269 0.045
C 3.1043 -1.0773 -1.6840 0.097
C -0.6409 -1.6906 2.7985 0.008
C -2.0953 -0.1580 -2.6939 0.236
C -2.8779 3.3877 2.4434 0.000
C 1.8660 0.4438 3.6632 0.001
C -1.5268 -3.9690 4.1874 0.003
C -0.9891 -0.6071 -3.4910 0.221
C -1.6606 3.5072 1.7659 0.000
C 4.2072 -1.9583 -2.2561 0.037
H 0.8397 0.0725 -5.4642 0.006
H -1.8829 -4.8446 4.7381 0.000
H -1.2524 -1.6190 -5.3692 0.016
H 1.5007 -2.3423 -0.8891 0.043
H -2.5428 -1.8040 1.7471 0.000
H 4.3108 -2.8299 -1.6084 0.002
H 0.0285 -2.2871 -4.3627 0.007
H -3.6971 2.0583 -1.7421 0.012
H 0.1389 3.1522 -1.4426 0.007
H 5.1641 -1.4333 -2.2998 0.003
H 3.3026 -0.7951 -0.6411 0.000
H -2.7298 0.0594 3.2282 0.000
H 3.4360 0.9681 5.0503 0.000
H 0.3408 -3.8345 5.2695 0.000
H -4.2022 2.0577 3.5071 0.000
H 4.2843 1.6536 0.8718 0.000
H -1.6623 -2.6010 -3.9572 0.000
H -1.3550 4.4694 1.3399 0.000
H 1.1190 2.9005 -2.8825 0.001
H 1.3882 1.6139 -4.7131 0.001
H 3.9455 -2.2923 -3.2621 0.001
H -2.8264 1.4291 -0.3325 0.015
H -0.5060 3.6288 -3.0380 0.009
H -3.3071 -3.8218 2.9631 0.000
H -2.2658 2.9011 -1.1285 0.000
H 0.1151 2.4889 1.0611 0.001
H 1.6161 -2.3367 -2.6645 0.025
H 5.0239 1.7160 3.2675 0.000
H 1.9989 0.0486 -4.1130 0.011
H -3.2785 -1.9361 -2.8044 0.000
H 1.1512 -1.8643 4.0006 0.000
H -3.5309 4.2543 2.5531 0.000
H -3.4661 -1.0275 -1.3053 0.009
H -4.2246 -0.4496 -2.7842 0.011
H 2.0809 0.7456 0.2724 0.022
H 0.9830 1.1846 -1.0546 0.074
H 1.1569 0.1865 4.4561 0.000
H 3.0444 -0.1174 -2.2276 0.027
```

Computed properties:
total energy = -46919.81244 eV
spin multiplicity = 5
E_HOMO (spin up / spin down) = -13.12 / -14.39 eV
strongest force on any atom = 3.93 eV/Å
<S²> = 6.02
total charge = +2


[3]
The following is a quantum chemistry calculation of a cluster of 4 separate species, C45H32FNO8S in total, from the OMol25 dataset.

Geometry as XYZ:
```
88
Properties=species:S:1:pos:R:3:lowdin_charge:R:1
S -4.8576 5.2465 1.1789 0.565
F -3.6962 4.3364 0.6429 -0.151
O -4.7665 6.4623 0.4518 -0.243
O -2.6143 -7.1181 5.7026 0.107
O 8.0575 2.7416 -6.0908 0.105
O 5.3294 4.8177 -1.9650 0.100
O -4.7886 5.2385 2.5910 -0.230
O -3.4389 -7.0686 0.4040 0.105
O -1.7517 -0.2914 0.5752 0.098
O 3.1806 0.7813 -1.2369 0.102
N -6.0766 4.2888 0.6693 -0.126
C -0.5044 3.7018 0.4267 -0.052
C 0.7042 -3.4953 -0.4734 -0.048
C 6.3760 5.1978 -4.0443 -0.082
C -3.3047 -9.5606 1.6663 -0.003
C 7.4693 3.2149 -5.1421 -0.278
C -7.6413 4.3225 3.6121 -0.109
C 0.2996 -1.1414 -0.2185 -0.078
C 6.4280 0.7903 -1.7903 -0.060
C -2.8293 -5.8254 3.7409 -0.083
C -3.2285 -7.0805 1.5982 -0.279
C 2.4119 -1.9129 -1.0829 -0.001
C -3.0533 -4.6058 1.6732 -0.005
C -0.1322 -2.4552 -0.1069 0.002
C 7.4426 1.0348 -3.9574 -0.003
C 7.1000 4.6607 -5.1101 -0.082
C 2.0728 0.5342 -0.8100 -0.267
C -0.6289 -0.0458 0.1839 -0.271
C -0.1273 1.3538 0.0947 -0.081
C -2.8775 -3.4163 2.3597 -0.057
C 7.4791 5.4751 -6.1699 -0.003
C 6.0719 2.1273 -1.7979 -0.008
C -2.6847 -3.4279 3.7372 -0.047
C 6.3955 2.9243 -2.8866 -0.079
C 0.7814 3.9742 -0.0285 -0.045
C 6.0256 6.5424 -4.0526 -0.004
C -3.1535 -8.3634 2.3550 -0.083
C 7.0904 2.3780 -3.9690 -0.084
C 5.9758 4.3538 -2.8810 -0.276
C 7.1089 0.2426 -2.8708 -0.054
C -2.9263 -8.3762 3.7323 -0.083
C -2.7765 -7.1067 4.5014 -0.278
C 1.5789 -0.8678 -0.7030 -0.080
C -3.2219 -10.7635 2.3462 -0.057
C -2.8422 -9.5866 4.4091 -0.002
C -3.0296 -5.8140 2.3592 -0.083
C -2.6621 -4.6282 4.4265 0.000
C -7.4427 4.7583 1.0733 -0.220
C -0.9578 2.3951 0.4891 -0.001
C -8.0536 3.9300 2.1984 -0.247
C 1.6130 2.9415 -0.4273 0.005
C 1.9758 -3.2224 -0.9671 -0.054
C 7.1348 6.8158 -6.1688 -0.058
C 1.1620 1.6282 -0.3683 -0.079
C -2.9874 -10.7765 3.7170 -0.057
C 6.4042 7.3486 -5.1121 -0.059
H 5.5326 2.5588 -0.9672 0.116
H 6.1654 0.1723 -0.9423 0.108
H -8.0559 4.6358 0.1809 0.118
H 5.4599 6.9424 -3.2226 0.119
H 7.9741 0.6238 -4.8045 0.119
H -2.5117 -4.6532 5.4969 0.120
H 1.1348 4.9958 -0.0733 0.111
H -7.8029 5.3852 3.7974 0.078
H -7.7935 2.8860 2.0138 0.111
H -9.1389 4.0165 2.1063 0.106
H 6.1318 8.3958 -5.1163 0.107
H -2.9188 -11.7184 4.2452 0.107
H -8.2440 3.7699 4.3354 0.071
H 0.3660 -4.5188 -0.3777 0.109
H -2.6634 -9.5808 5.4754 0.120
H -2.5496 -2.4965 4.2709 0.110
H 7.4345 7.4494 -6.9932 0.107
H -3.4851 -9.5342 0.6006 0.120
H -1.1249 -2.6482 0.2739 0.094
H 7.3797 -0.8052 -2.8657 0.106
H 2.6270 -4.0347 -1.2617 0.108
H 3.3976 -1.6859 -1.4656 0.117
H 8.0417 5.0451 -6.9870 0.120
H -7.4321 5.8274 1.3002 0.119
H -2.8863 -2.4752 1.8227 0.095
H -6.5993 4.0878 3.8135 0.058
H -6.0118 4.2347 -0.3420 0.111
H -3.2095 -4.6125 0.6028 0.121
H 2.6128 3.1428 -0.7884 0.117
H -1.1504 4.5114 0.7347 0.097
H -3.3392 -11.6951 1.8084 0.107
H -1.9539 2.1691 0.8438 0.114
```

Computed properties:
total energy = -78608.76366 eV
spin multiplicity = 1
E_HOMO = -9.66 eV
SMILES = O=C1c2ccccc2C(=O)c2ccccc21.O=C1c2ccccc2C(=O)c2ccccc21.O=C1c2ccccc2C(=O)c2ccccc21.CCCNS(=O)(=O)F
strongest force on any atom = 0.40 eV/Å
total charge = 0


[4]
The following is a quantum chemistry calculation of a structure of composition C22H57Cu2O21PbS6 in a non-equilibrium geometry, from the OMol25 dataset.

Geometry as XYZ:
```
109
Properties=species:S:1:pos:R:3:lowdin_spin:R:1
Pb 2.9322 1.3301 4.0597 -0.001
Cu -0.8052 1.4417 2.8307 0.096
Cu -3.6667 1.0923 0.6300 0.038
S -1.9353 -5.2061 -2.6361 0.000
S 2.7545 -0.6960 -5.2229 0.000
S -2.2161 2.5864 -2.2689 0.000
S -1.6583 -1.5616 4.8308 0.000
S 4.1327 -2.3544 3.6794 0.000
S 1.2409 4.0560 1.2027 0.000
O 0.7943 5.6118 0.6917 0.001
O -2.4661 -1.5358 6.0881 0.000
O -3.3963 2.9212 -3.3524 0.000
O 0.0915 3.3689 1.7969 0.002
O 3.2366 -2.0681 -5.2868 0.000
O 4.0098 -0.9187 3.7492 0.000
O -1.5467 -0.2940 4.0748 -0.001
O 2.5369 -0.2142 -3.6164 0.000
O -1.7613 -3.6910 -3.2639 0.000
O 1.2607 0.8213 2.2596 0.004
O -1.1780 3.6447 -2.3722 0.000
O 5.3347 -2.7984 3.1224 0.000
O 2.8423 -3.0832 2.9261 0.000
O 1.5089 -0.3098 -5.9212 0.000
O -1.8674 -6.1937 -3.6977 0.000
O -2.8434 2.4393 2.3920 0.726
O 2.5504 4.0646 1.8432 0.000
O -1.5829 0.2560 0.9299 0.793
O -2.2872 -2.7789 3.8634 0.001
O -1.3091 -5.3664 -1.3503 0.000
O -2.8268 2.2637 -0.9889 0.002
C -1.5470 1.1327 -3.0976 0.001
C 3.9106 -2.9833 5.3702 0.000
C -3.7850 4.2153 -3.6874 0.000
C -4.9206 4.5884 -2.7976 0.000
C -1.0919 7.0894 0.6938 0.000
C -3.2347 3.7636 2.5725 0.099
C 1.5790 3.2379 -0.4445 0.001
C 3.7288 -5.2970 2.2761 0.000
C 3.0598 -3.9862 1.8314 0.000
C 4.1159 0.3409 -5.7748 0.000
C -3.8417 -5.0222 -2.3764 0.000
C -2.8394 4.4963 3.8724 0.005
C 1.0172 -0.1909 1.3483 0.004
C -0.6611 -3.4516 -4.1206 0.000
C 3.6116 -0.5203 -2.6384 0.000
C -0.2749 -0.1521 0.3997 0.067
C -0.5357 5.8325 0.0964 0.001
C -0.0450 -2.3795 5.1011 0.000
C -2.6812 -3.6306 1.6926 0.000
C -1.7489 -2.8934 2.5736 0.005
C 3.8109 0.6752 -1.6976 0.000
C 0.5910 -3.0840 -3.2383 0.000
H 1.0040 -1.1277 1.9054 0.003
H 0.7561 -3.7955 -2.4292 0.000
H 1.9305 -0.3028 0.7640 -0.001
H -0.3844 7.9028 0.5328 0.000
H 4.4474 -3.9283 5.4539 0.000
H -4.0710 4.1851 -4.7388 0.000
H -2.3407 -3.8346 0.6775 0.000
H -2.3343 0.3929 -2.9527 0.000
H 2.9355 0.6110 -1.0514 0.000
H -0.6103 -4.3659 -4.7119 0.000
H -3.0868 4.0158 4.8190 0.002
H -1.2219 4.9905 0.1868 0.001
H 4.8140 0.6902 -5.0141 0.000
H -0.1472 0.5309 -0.4401 0.042
H -0.8013 -3.4133 2.7149 0.000
H -5.2208 5.5427 -3.2305 0.000
H -2.9740 4.9330 -3.5640 0.000
H -2.0469 7.5169 0.3883 0.000
H -3.3379 5.4656 3.8644 -0.001
H -0.6852 0.8314 -2.5021 0.001
H 3.9271 1.5324 -2.3608 0.000
H 0.4944 -2.0756 -2.8358 0.000
H 0.6751 -2.2906 4.2877 0.000
H 0.4250 -2.0687 6.0341 0.000
H 4.8085 0.5716 -1.2705 0.000
H 3.4370 -5.5969 3.2826 0.000
H -4.3192 3.8403 2.6510 0.044
H -1.2082 7.1172 1.7772 0.000
H 4.8156 -5.3801 2.2725 0.000
H 2.1671 -3.9677 1.2062 0.000
H 3.3628 -6.1235 1.6670 0.000
H 3.0905 -1.3698 -2.1970 0.000
H -0.3327 5.8824 -0.9734 0.000
H -1.7619 4.6388 3.9551 0.003
H -0.2704 -3.4454 5.1370 0.000
H -0.3907 -1.0839 -0.1540 0.017
H 0.6568 3.2844 -1.0237 0.000
H 3.7458 -3.6754 1.0434 0.000
H -3.0443 -4.5611 2.1291 0.000
H 2.8552 -3.0121 5.6411 0.000
H -3.9622 -4.0043 -2.0057 0.000
H -0.8013 -2.6467 -4.8421 0.000
H -3.5490 -2.9720 1.6548 0.000
H -4.1511 -5.8284 -1.7112 0.000
H 4.6394 -0.3572 -6.4280 0.000
H 2.5608 3.5922 -0.7587 0.000
H -2.9490 4.3833 1.7225 0.041
H -4.3405 -5.1534 -3.3367 0.000
H 1.4954 -3.0764 -3.8466 0.000
H 4.5112 -0.8104 -3.1814 0.000
H -5.7093 3.8479 -2.9306 0.000
H 4.2797 -2.2579 6.0952 0.000
H 1.8127 2.1838 -0.2952 0.001
H -1.4984 -1.9478 2.0927 0.003
H -1.2962 1.4737 -4.1020 0.000
H 3.6520 1.2123 -6.2371 0.000
H -4.5498 4.6962 -1.7783 0.000
```

Computed properties:
total energy = -226237.15298 eV
ΔE to the lowest compared entry with this formula, charge and spin = 15.9 kcal/mol
spin multiplicity = 3
E_HOMO (spin up / spin down) = -16.06 / -16.06 eV
strongest force on any atom = 4.95 eV/Å
<S²> = 2.01
total charge = +3